i:
# C3H4O3

A cluster of 2 separate species, C3H4O3 in total (wB97M-V/def2-TZVPD, the OMol25 dataset).

Geometry as XYZ:
```
10
C3H4O3, DFT wB97M-V/def2-TZVPD
C 1.0476 1.2534 0.0861
C 0.7853 -0.1515 -0.0553
C -1.4568 -0.5092 -0.2168
O 1.3748 2.1197 -0.6825
O 1.0234 -1.1463 0.8640
O 1.4506 -1.2828 -0.5125
H 0.7246 1.4126 1.2474
H -1.7847 0.2331 -0.9157
H -1.8892 -0.4497 0.7789
H -1.2756 -1.4794 -0.5936
```

Properties
Spin multiplicity: 1
HOMO (alpha / beta), Ha: -0.3557 / -0.3557
Kohn-Sham gap (alpha / beta), eV: 8.896 / 8.896

=====

ii:
# C3H4O3

An isolated molecule of C3H4O3 (wB97M-V/def2-TZVPD, the OMol25 dataset).

Geometry as XYZ:
```
10
C3H4O3, DFT wB97M-V/def2-TZVPD
C 1.1977 -0.6723 -0.0135
C -0.2361 0.2594 0.1325
O 0.0158 1.5482 0.4096
O -1.1617 0.0393 -1.0079
C -1.5885 -0.2839 0.1988
O -2.5425 -0.6693 0.7541
H 1.0745 -1.2350 -0.8251
H 1.3574 -1.1990 0.8925
H 1.9754 0.1480 -0.1530
H -0.0920 2.0647 -0.3878
```

Properties
Spin multiplicity: 1
HOMO, Ha: -0.3694
Structure (SMILES): C[C@@]1(O)OC1=O
Kohn-Sham gap, eV: 10.733

=====

iii:
# C3H4O3

An isolated molecule of C3H4O3 (wB97M-V/def2-TZVPD, the OMol25 dataset).

Geometry as XYZ:
```
10
C3H4O3, DFT wB97M-V/def2-TZVPD
O -0.0770 -1.0895 -1.7866
C -0.1219 -1.2845 -0.4033
C 0.2204 -0.0819 0.4159
O 0.2952 1.0059 -0.2675
C 0.2100 1.5709 1.1520
O -0.7917 2.0899 1.5375
H -0.4131 -0.2007 -1.9697
H -1.1198 -1.5958 -0.0413
H 0.5636 -2.0979 -0.1417
H 1.2344 1.6837 1.5048
```

Properties
Spin multiplicity: 1
HOMO, Ha: -0.3500
Kohn-Sham gap, eV: 9.718

=====

iv:
# C3H4O3

An isolated molecule of C3H4O3 (wB97M-V/def2-TZVPD, the OMol25 dataset).

Geometry as XYZ:
```
10
C3H4O3, DFT wB97M-V/def2-TZVPD
O 0.7750 -0.4280 1.7086
C 1.1466 -0.2601 0.5690
C 0.1198 -0.0117 -0.5245
O -0.4731 -1.2950 -0.6628
C -0.9500 1.0029 -0.1304
O -1.1254 2.0437 -0.7106
H 2.1922 -0.4453 0.2621
H 0.5599 0.2859 -1.4799
H -0.6567 -1.5815 0.2479
H -1.5884 0.6891 0.7205
```

Properties
Spin multiplicity: 1
HOMO, Ha: -0.3688
Structure (SMILES): O=CC(O)C=O
Kohn-Sham gap, eV: 10.095

=====

Consider the structures shown above. The most stable of them is iv.